[1]
Computed, not measured: 5 unconnected molecules or ions with the total composition C18H35FNO4 in a non-equilibrium geometry, with ωB97M-V/def2-TZVPD.

HOMO level in eV: -1.8204
2S+1: 1
ΔE to the lowest compared entry with this formula, charge and spin in kcal per mole: 0.0
Calculated total energy in eV: -31628.1906
Total charge: -1

Atoms and positions in Å:
C (1.207, 3.099, -2.138)
C (1.252, 1.855, -2.644)
C (0.282, 0.727, -2.322)
N (0.574, 0.054, -1.084)
C (1.968, -0.244, -0.872)
C (2.629, 0.696, 0.166)
C (4.061, 0.350, 0.585)
F (4.675, -0.590, -0.269)
H (0.267, 3.635, -2.034)
H (2.121, 3.594, -1.822)
H (2.047, 1.610, -3.353)
H (-0.724, 1.175, -2.236)
H (0.219, 0.039, -3.204)
H (2.048, -1.253, -0.426)
H (2.577, -0.283, -1.792)
H (1.995, 0.623, 1.055)
H (2.583, 1.734, -0.162)
H (4.112, -0.076, 1.591)
H (4.708, 1.231, 0.536)
C (-4.964, -0.101, 0.464)
C (-3.558, 0.469, 0.507)
O (-3.342, 1.539, 1.031)
C (-2.477, -0.388, -0.099)
H (-5.654, 0.582, 0.956)
H (-5.289, -0.263, -0.566)
H (-4.949, -1.056, 0.988)
H (-2.692, -0.566, -1.156)
H (-2.472, -1.352, 0.416)
H (-1.480, 0.059, -0.029)
C (5.008, 5.050, -3.066)
C (3.831, 5.263, -3.991)
O (2.730, 5.503, -3.569)
C (4.108, 5.142, -5.474)
H (4.679, 5.154, -2.035)
H (5.422, 4.050, -3.211)
H (5.791, 5.781, -3.275)
H (4.493, 4.147, -5.703)
H (4.855, 5.878, -5.779)
H (3.187, 5.308, -6.028)
C (-4.939, -2.231, 4.859)
C (-4.841, -3.132, 3.651)
O (-4.843, -2.688, 2.529)
C (-4.726, -4.616, 3.909)
H (-5.015, -1.196, 4.534)
H (-5.818, -2.491, 5.453)
H (-4.052, -2.347, 5.485)
H (-5.596, -4.973, 4.462)
H (-3.829, -4.825, 4.494)
H (-4.663, -5.139, 2.957)
C (-0.946, -3.516, 2.249)
C (0.396, -4.078, 1.844)
O (0.648, -5.258, 1.955)
C (1.378, -3.083, 1.293)
H (-1.577, -4.321, 2.625)
H (-0.815, -2.767, 3.031)
H (-1.430, -3.053, 1.389)
H (1.583, -2.306, 2.032)
H (0.963, -2.590, 0.410)
H (2.306, -3.584, 1.028)

=====

[2]
Computed, not measured: a single C22H26N4O4 molecule in a non-equilibrium geometry, with ωB97M-V/def2-TZVPD.

HOMO level in eV: -8.0914
2S+1: 1
ΔE to the lowest compared entry with this formula, charge and spin in kcal per mole: 117.2
Calculated total energy in eV: -37383.4933

Atoms and positions in Å:
C (-5.118, -0.437, 1.259)
C (-3.860, -1.236, 1.087)
C (-3.932, -2.621, 0.987)
C (-2.792, -3.391, 0.846)
C (-1.545, -2.788, 0.835)
C (-1.455, -1.415, 0.947)
C (-2.603, -0.634, 1.039)
C (-2.396, 0.842, 1.142)
O (-1.772, 1.343, 2.058)
N (-2.940, 1.608, 0.151)
C (-3.376, 1.104, -1.132)
C (-2.462, 1.715, -2.222)
N (-1.160, 1.999, -1.660)
C (-0.252, 0.979, -1.470)
C (-0.507, -0.328, -1.939)
C (0.435, -1.307, -1.794)
C (1.666, -1.065, -1.178)
N (2.632, -2.089, -1.297)
O (3.811, -1.772, -1.387)
O (2.239, -3.245, -1.368)
C (1.926, 0.212, -0.622)
N (3.022, 0.465, 0.146)
C (3.657, -0.548, 0.963)
C (4.066, 0.060, 2.303)
O (5.006, 1.107, 2.160)
C (4.890, 1.784, 0.927)
C (3.449, 1.821, 0.426)
C (0.969, 1.212, -0.842)
C (-1.257, 3.123, -0.745)
C (-2.556, 3.002, 0.093)
H (-5.657, -0.363, 0.314)
H (-5.774, -0.926, 1.976)
H (-4.901, 0.567, 1.614)
H (-4.901, -3.098, 1.023)
H (-2.876, -4.464, 0.760)
H (-0.650, -3.384, 0.741)
H (-0.492, -0.926, 0.959)
H (-4.419, 1.392, -1.308)
H (-3.306, 0.016, -1.129)
H (-2.378, 1.059, -3.086)
H (-2.873, 2.667, -2.571)
H (-1.432, -0.585, -2.425)
H (0.256, -2.298, -2.182)
H (2.952, -1.365, 1.148)
H (4.538, -0.966, 0.458)
H (4.538, -0.700, 2.930)
H (3.170, 0.433, 2.824)
H (5.522, 1.301, 0.168)
H (5.261, 2.798, 1.097)
H (2.816, 2.299, 1.188)
H (3.406, 2.410, -0.494)
H (1.189, 2.196, -0.471)
H (-0.408, 3.132, -0.069)
H (-1.260, 4.057, -1.319)
H (-3.378, 3.568, -0.351)
H (-2.384, 3.352, 1.110)